The following is a DFT calculation (ωB97M-V with the def2-TZVPD basis set) of a structure of composition C33H53N2OP2PtS.

XYZ file:
```
93
Properties=species:S:1:pos:R:3:forces:R:3
C 2.5061 0.5528 1.1027 -0.4 0.1 -0.2
C 1.2204 2.4274 0.4461 0.8 -0.5 0.8
C 3.5685 1.3698 1.4945 0.0 -0.1 0.0
C 2.2285 3.2912 0.9645 -0.5 0.1 -0.8
C 3.3965 2.7528 1.4698 0.3 0.0 0.4
H 4.4895 0.8896 1.8248 -0.1 0.3 -0.2
H 2.0703 4.3673 0.8817 0.2 -0.3 0.0
H 4.1988 3.4037 1.8259 -0.3 -0.2 -0.1
N 1.3263 1.0898 0.7634 0.0 0.2 -0.2
P 1.0248 -1.7752 1.2155 1.2 0.0 0.1
P -1.1909 1.8424 -0.9033 -0.6 -0.3 0.2
C 2.6504 -0.9447 0.9117 0.1 0.3 0.3
H 2.9324 -1.1366 -0.1365 -0.2 0.3 0.2
H 3.4644 -1.3403 1.5321 -0.3 0.1 -0.2
C -1.7602 -1.2666 -0.1209 -2.2 -0.8 1.3
O -2.6937 -1.9497 -0.2303 1.8 1.0 -0.4
C 0.2211 2.8154 -0.4600 -0.8 1.9 2.0
H 0.1058 3.9032 -0.5850 0.4 -0.5 -0.3
C -1.4161 2.4710 -2.7496 -0.1 -0.4 -0.1
C -2.7669 2.2391 0.1056 0.2 0.3 0.1
C 1.2840 -3.4385 0.3760 -0.2 -0.2 0.1
C 1.0392 -1.8643 3.1268 -0.3 -0.1 -0.2
C -1.5617 1.1988 -3.5916 -0.1 -0.1 -0.3
H -2.3949 0.5759 -3.2409 0.1 0.1 -0.1
H -1.7698 1.4846 -4.6328 0.0 -0.1 0.2
H -0.6503 0.5948 -3.5821 -0.2 0.1 0.0
C -2.6269 3.3884 -2.9837 -0.3 0.0 0.0
H -3.5906 2.9452 -2.7196 0.3 0.3 -0.1
H -2.5154 4.3545 -2.4750 0.0 -0.3 -0.2
H -2.6707 3.6019 -4.0645 0.1 -0.1 0.3
C -0.2252 3.3021 -3.2541 0.5 0.1 0.1
H -0.3239 3.4361 -4.3428 -0.1 -0.1 0.3
H -0.2056 4.3033 -2.8080 -0.1 -0.1 -0.1
H 0.7453 2.8365 -3.0650 -0.3 0.1 0.0
C -3.9377 1.4884 -0.5559 0.0 0.0 -0.1
H -3.8219 0.4024 -0.4793 0.0 0.2 0.1
H -4.8698 1.7767 -0.0488 0.2 -0.1 -0.1
H -4.0562 1.7195 -1.6170 -0.1 -0.1 0.3
C -2.6303 1.7256 1.5484 0.2 -0.4 -0.1
H -2.5115 0.6343 1.5912 0.0 0.5 0.0
H -1.7847 2.1860 2.0733 -0.1 0.0 -0.1
H -3.5527 1.9660 2.0979 0.2 0.1 -0.2
C -3.0324 3.7451 0.2000 -0.3 0.2 -0.1
H -3.3525 4.1912 -0.7446 0.1 -0.1 0.3
H -3.8507 3.8919 0.9217 0.2 0.1 -0.2
H -2.1541 4.2873 0.5722 -0.2 -0.1 0.0
C 0.1602 -3.0283 3.5938 -0.2 -0.2 0.1
H 0.0934 -2.9920 4.6914 0.0 0.0 -0.2
H -0.8659 -2.9411 3.2056 0.4 -0.1 0.1
H 0.5840 -4.0057 3.3326 -0.1 0.3 0.1
C 0.4323 -0.5536 3.6561 -0.2 0.1 0.0
H 0.9995 0.3290 3.3353 -0.1 -0.2 0.1
H -0.6138 -0.4458 3.3335 0.4 0.0 0.0
H 0.4401 -0.5776 4.7566 0.1 0.0 -0.3
C 2.4502 -2.0288 3.7204 0.1 -0.1 0.0
H 2.3384 -2.2193 4.7996 0.0 0.1 -0.3
H 2.9969 -2.8815 3.2960 -0.1 0.3 0.1
H 3.0604 -1.1218 3.6180 -0.2 -0.2 0.0
C 1.5248 -3.2144 -1.1322 -0.1 0.1 0.0
H 2.4396 -2.6414 -1.3268 -0.2 -0.1 0.0
H 1.6428 -4.1978 -1.6145 -0.1 0.3 0.2
H 0.6841 -2.6949 -1.6101 0.2 -0.1 0.1
C 0.0396 -4.3287 0.5343 -0.1 -0.2 0.1
H -0.8693 -3.8595 0.1404 0.2 -0.1 0.0
H 0.2186 -5.2579 -0.0270 -0.1 0.3 0.1
H -0.1416 -4.6145 1.5753 0.0 0.1 -0.3
C 2.4929 -4.1847 0.9611 0.1 -0.2 0.0
H 3.4294 -3.6196 0.8587 -0.2 -0.1 0.1
H 2.3500 -4.4700 2.0117 0.0 0.1 -0.3
H 2.6103 -5.1189 0.3892 0.0 0.3 0.2
Pt -0.2768 -0.1858 0.0784 -1.3 -0.8 -0.4
N 0.9131 0.1552 -1.5578 1.4 -1.0 -2.2
C 1.4826 0.9796 -2.2212 1.0 0.8 0.4
C 2.3308 0.9150 -3.4011 0.5 -0.8 -0.6
C 2.1904 -0.2133 -4.2304 0.2 0.3 -0.4
C 3.2728 1.9071 -3.7082 -0.3 -0.4 -0.2
C 2.9242 -0.3069 -5.4139 -0.1 0.1 0.4
H 1.5058 -1.0101 -3.9276 0.1 0.3 -0.1
C 4.0096 1.7984 -4.8890 0.1 -0.1 0.1
H 3.4174 2.7289 -3.0039 -0.1 -0.1 -0.3
C 3.8378 0.7002 -5.7378 -0.1 0.0 0.1
H 2.7819 -1.1685 -6.0638 0.1 0.2 0.1
H 4.7284 2.5762 -5.1450 -0.1 -0.2 0.1
H 4.4274 0.6125 -6.6487 -0.1 0.1 0.2
C -3.7637 -1.2979 4.6555 0.3 0.2 0.4
S -3.0989 -1.6276 3.0155 -0.4 0.1 0.0
C -4.3357 -2.8131 2.4621 0.0 -0.3 -0.4
H -3.5961 -0.2402 4.8764 -0.1 -0.2 0.1
H -3.2391 -1.9163 5.3911 -0.3 0.2 0.0
H -4.8358 -1.5131 4.6725 0.2 0.2 0.0
H -4.9953 -3.0729 3.2975 0.2 0.0 -0.3
H -4.9133 -2.3666 1.6462 0.0 -0.2 0.2
H -3.8192 -3.7083 2.0995 -0.3 0.1 0.1
```
Positions in Å, forces in eV/Å.

Output
Relative energy (zero: lowest compared OMol25 entry of this formula, charge and spin): 1.2626 eV
Charge: +1
Spin multiplicity: 3
Energy: -72760.5669 eV
LUMO energy (alpha / beta): -2.574 / -4.631 eV